# 1
ORCA calculation (ωB97M-V/def2-TZVPD) on 4 unconnected molecules or ions with the total composition C2H13N2O3 at a distorted geometry.

Last column: natural (NBO) charge in e.
Atoms and positions in Å:
C (2.09, -1.56, 0.49)  -0.422
N (0.77, -0.94, 0.22)  -0.519
C (0.52, -0.36, -0.91)  0.399
N (-0.64, 0.25, -1.14)  -0.722
H (2.18, -1.79, 1.54)  0.232
H (2.89, -0.91, 0.14)  0.228
H (2.05, -2.54, 0.03)  0.223
H (0.14, -0.96, 1.02)  0.449
H (1.12, -0.37, -1.81)  0.245
H (-1.30, 0.45, -0.40)  0.437
H (-0.65, 0.79, -1.99)  0.424
H (-1.66, -0.07, 2.55)  0.490
H (-0.44, 0.87, 3.18)  0.514
O (-0.86, 0.44, 2.42)  -0.996
H (2.38, 2.41, -2.40)  0.491
H (1.23, 2.65, -1.46)  0.481
O (1.64, 1.97, -2.02)  -0.965
H (-3.63, -1.06, 0.61)  0.495
H (-3.07, 0.22, 1.21)  0.471
O (-3.04, -0.34, 0.46)  -0.956

Spin multiplicity ... 1
LUMO energy ... -2.73 eV
Kohn-Sham gap ... 0.42552 Eh
ΔE to the lowest compared entry with this formula, charge and spin ... 52.8 kJ/mol
Calculated total energy ... -419.00830 a.u.
Net charge ... +1



# 2
ORCA calculation (ωB97M-V/def2-TZVPD) on a molecular structure, C27H25BrIrN5O4S at a distorted geometry.

Last column: natural (NBO) charge in e.
Atoms and positions in Å:
Ir (-0.43, 0.09, -0.02)  0.943
C (3.48, 1.21, 0.43)  -0.255
O (2.60, 0.11, 0.31)  -0.529
C (3.15, -1.13, 0.19)  0.324
C (4.51, -1.39, 0.14)  -0.318
C (4.95, -2.70, 0.00)  -0.079
Br (6.81, -3.02, -0.08)  0.095
C (4.07, -3.75, -0.07)  -0.200
C (2.70, -3.50, 0.02)  -0.106
C (2.25, -2.19, 0.09)  0.229
O (0.90, -1.91, 0.04)  -0.708
C (1.78, -4.67, 0.03)  0.358
N (2.11, -5.84, -0.40)  -0.428
C (0.98, -6.64, -0.21)  0.070
C (0.78, -7.98, -0.52)  -0.191
C (-0.44, -8.53, -0.20)  -0.218
C (-1.45, -7.77, 0.42)  -0.201
C (-1.27, -6.44, 0.72)  -0.247
C (-0.04, -5.89, 0.37)  0.158
N (0.47, -4.61, 0.49)  -0.591
H (4.16, 1.08, 1.27)  0.187
H (2.86, 2.08, 0.59)  0.194
H (4.07, 1.34, -0.49)  0.193
H (5.23, -0.59, 0.19)  0.240
H (4.41, -4.77, -0.17)  0.264
H (0.45, -2.64, -0.42)  0.520
H (1.56, -8.56, -0.98)  0.232
H (-0.64, -9.57, -0.43)  0.222
H (-2.39, -8.25, 0.67)  0.220
H (-2.04, -5.86, 1.21)  0.216
H (0.07, -3.88, 1.07)  0.428
C (1.55, 0.13, 3.92)  -0.709
C (0.55, 0.69, 2.95)  0.712
O (-0.20, -0.06, 2.31)  -0.675
N (0.54, 2.03, 2.82)  -0.589
C (-0.35, 2.73, 1.91)  -0.275
C (0.31, 3.05, 0.60)  0.219
C (0.81, 4.32, 0.34)  -0.241
C (1.38, 4.60, -0.89)  -0.135
C (1.43, 3.60, -1.84)  -0.241
C (0.93, 2.35, -1.51)  0.067
N (0.39, 2.07, -0.32)  -0.475
H (1.23, -0.87, 4.22)  0.257
H (1.68, 0.76, 4.80)  0.231
H (2.51, 0.03, 3.41)  0.246
H (1.24, 2.56, 3.31)  0.409
H (-0.69, 3.64, 2.40)  0.225
H (-1.21, 2.09, 1.72)  0.252
H (0.74, 5.08, 1.11)  0.233
H (1.76, 5.59, -1.11)  0.239
H (1.85, 3.77, -2.82)  0.245
H (0.95, 1.53, -2.22)  0.226
O (-2.05, 1.19, -0.24)  -0.550
N (-3.15, 0.67, 0.37)  -0.013
C (-4.08, 1.56, 0.81)  0.033
C (-5.20, 1.12, 1.44)  -0.250
C (-5.37, -0.26, 1.63)  -0.135
C (-4.42, -1.13, 1.18)  -0.221
C (-3.27, -0.65, 0.53)  0.053
S (-2.00, -1.64, -0.06)  -0.135
H (-3.85, 2.59, 0.61)  0.241
H (-5.93, 1.83, 1.78)  0.247
H (-6.25, -0.64, 2.15)  0.241
H (-4.51, -2.20, 1.32)  0.248

Spin multiplicity ... 2
LUMO energy (spin up / spin down) ... -2.69 / -2.80 eV
Kohn-Sham gap (spin up / spin down) ... 0.28135 / 0.27739 Eh
ΔE to the lowest compared entry with this formula, charge and spin ... 90.3 kJ/mol
Calculated total energy ... -4694.93572 a.u.
Net charge ... +1



# 3
ORCA calculation (ωB97M-V/def2-TZVPD) on 2 unconnected molecules or ions with the total composition C5H14N2 at a distorted geometry.

Last column: natural (NBO) charge in e.
Atoms and positions in Å:
C (-1.96, 0.50, 0.78)  -0.588
C (-1.71, -0.26, -0.30)  0.225
C (-2.11, 0.17, -1.68)  -0.652
N (-0.97, -1.43, -0.23)  -0.842
H (-1.78, 0.13, 1.78)  0.189
H (-2.60, 1.36, 0.71)  0.201
H (-1.23, 0.39, -2.28)  0.212
H (-2.66, -0.64, -2.17)  0.218
H (-2.74, 1.05, -1.65)  0.222
H (-0.28, -1.44, 0.58)  0.422
H (-0.54, -1.70, -1.10)  0.366
C (1.93, 0.57, -0.53)  -0.614
C (2.32, 0.09, 0.86)  -0.208
N (1.16, -0.50, 1.53)  -0.860
H (1.58, -0.26, -1.13)  0.202
H (2.79, 1.02, -1.02)  0.211
H (1.14, 1.31, -0.46)  0.210
H (2.75, 0.93, 1.43)  0.163
H (3.09, -0.69, 0.78)  0.184
H (1.41, -0.82, 2.46)  0.365
H (0.41, 0.21, 1.63)  0.374

Spin multiplicity ... 1
LUMO energy ... 1.04 eV
Kohn-Sham gap ... 0.32636 Eh
ΔE to the lowest compared entry with this formula, charge and spin ... 76.0 kJ/mol
Calculated total energy ... -308.39413 a.u.
Net charge ... 0
SMILES ... C=C(C)N.CCN